1.
The following is a DFT calculation (the ωB97M-V functional and the def2-TZVPD basis) of a 9-piece molecular cluster, C24H52FN7O12 overall at a distorted geometry.

Structure (XYZ):
```
96
C24H52FN7O12 the ωB97M-V functional and the def2-TZVPD basis
C -0.54281 1.41672 -3.07876
C 0.85979 0.78789 -3.05222
C 0.85209 -0.54158 -2.29090
C 2.23295 -1.13703 -2.00023
N 2.20427 -2.59294 -1.62391
C 3.60105 -3.11054 -1.30067
C 4.14840 -3.69993 -2.59415
C 2.91950 -4.09364 -3.42905
C 1.70813 -3.53990 -2.70496
C 1.41844 -2.75576 -0.27118
C 1.89908 -1.84420 0.86567
C 0.80888 -1.63458 1.88841
H -1.24297 0.61892 -3.33305
H -0.64641 2.26755 -3.74547
H -0.78385 1.71821 -2.05809
H 1.66376 1.45257 -2.71291
H 1.22463 0.54275 -4.05657
H 0.23259 -1.12295 -2.97910
H 0.30623 -0.52579 -1.34422
H 2.81593 -0.57415 -1.27613
H 2.83786 -1.05300 -2.91071
H 3.62364 -3.86975 -0.51905
H 4.22626 -2.33429 -0.85859
H 4.78698 -4.55727 -2.39095
H 4.69772 -3.00646 -3.22952
H 2.77504 -5.17255 -3.50042
H 3.07589 -3.78302 -4.46004
H 1.19164 -4.32351 -2.15331
H 0.98463 -3.09524 -3.38316
H 1.54167 -3.79164 0.03258
H 0.45187 -2.48148 -0.67698
H 2.12332 -0.85214 0.46797
H 2.81368 -2.27927 1.27350
H 0.50458 -2.58510 2.33427
H -0.06983 -1.13456 1.48265
H 1.22234 -1.00477 2.67904
O -1.97555 1.65975 0.64510
H -2.86749 1.58680 1.13347
H -1.84350 0.92600 -0.00728
H -1.15093 1.63458 1.22460
O -5.37258 -0.32442 0.44901
H -5.58238 -1.24685 0.66678
H -4.81327 0.05580 1.18748
H -4.84552 -0.29560 -0.45031
C -3.36107 -1.28142 -3.47857
C -2.82446 -2.52244 -3.87211
C -2.09981 -3.37682 -2.84429
O -1.80524 -4.57247 -3.07324
C -1.78737 -2.91558 -1.55405
C -2.29773 -1.64039 -1.17174
C -3.28734 -0.88783 -2.15348
O -3.98743 0.04569 -1.64211
O -1.98119 -0.95268 -0.17488
O -2.90651 -2.83368 -5.07043
H -3.81165 -0.64294 -4.22405
H -1.33663 -3.58264 -0.83552
F -3.96539 0.91590 2.33173
C 0.47495 3.73384 -0.70142
C 1.83672 4.12853 -0.12270
O 2.97136 3.74386 -0.89476
C 3.27610 2.48474 -1.06920
O 2.89316 1.51609 -0.45194
O 4.20022 2.39062 -2.02315
C 4.74303 1.13434 -2.31430
H 0.48151 2.76645 -1.20393
H 0.19817 4.38674 -1.53295
H -0.22880 3.73729 0.12338
H 1.84518 3.58478 0.82390
H 1.91928 5.17545 0.15145
H 5.19152 0.58140 -1.48896
H 5.44352 1.21000 -3.14268
H 3.98058 0.45935 -2.72057
C -2.73831 -0.07393 5.04287
O -2.26784 1.07207 5.07726
N -3.22090 -0.61364 3.88298
N -2.52290 -0.97401 6.03844
H -3.78183 -1.44427 3.94330
H -3.42025 0.04695 3.13927
H -2.03957 -0.63342 6.84931
H -2.77679 -1.93490 5.93096
C 1.00531 1.86369 2.86268
O 0.43047 1.76505 1.76416
N 2.30501 2.27522 3.00867
N 0.37347 1.75486 4.06153
H 2.89092 2.38086 2.19714
H 2.77530 2.40448 3.88078
H -0.63757 1.67702 4.10082
H 0.89303 1.89483 4.90335
C -3.22533 4.40347 3.92854
O -3.44322 5.53124 4.41031
N -1.95225 4.07554 3.50876
N -4.14910 3.42524 3.76433
H -1.91938 3.15576 3.11286
H -1.24235 4.72678 3.77388
H -5.12747 3.63333 3.84340
H -3.99890 2.49799 3.36634
```

Output
Gap between HOMO and LUMO   6.53 eV
Multiplicity   1
Electronic energy   -2331.732728 hartree

2.
The following is a DFT calculation (the ωB97M-V functional and the def2-TZVPD basis) of C24H52N2O2P2SW as an isolated structure at a distorted geometry.

Structure (XYZ):
```
84
C24H52N2O2P2SW the ωB97M-V functional and the def2-TZVPD basis
W -0.02614 -0.01354 0.04832
C 1.81665 -0.16317 -0.68570
O 2.92631 -0.26721 -1.10333
C -1.98588 0.26857 -0.33526
O -3.15511 0.41596 -0.48103
P 0.03448 2.24452 -1.11802
C -0.31165 2.19997 -2.93688
H -0.30808 3.26717 -3.20946
C -1.28088 3.42314 -0.49734
H -2.18156 2.78652 -0.55306
C 1.70882 3.04187 -1.07679
H 2.32300 2.30160 -1.61867
C 1.50984 -3.27066 1.15330
P 0.01334 -2.42025 0.50488
H -0.73965 -3.84334 -1.24343
H 2.29069 -2.99608 0.42574
C -1.43023 -3.23295 1.33277
H -1.15927 -4.30131 1.30519
C -1.05279 3.79596 0.96375
H -1.91914 4.37431 1.31632
H -0.15900 4.41937 1.09711
H -0.96654 2.90644 1.60378
C -1.54652 4.67810 -1.34074
H -0.71311 5.38907 -1.29773
H -2.42472 5.17659 -0.90631
H -1.78064 4.45394 -2.38734
C 1.82574 4.38097 -1.82408
H 1.40638 4.35102 -2.83747
H 2.89768 4.61232 -1.92110
H 1.36545 5.20381 -1.26088
C 2.28149 3.15311 0.33811
H 3.31324 3.52893 0.25946
H 2.32166 2.18128 0.84893
H 1.71517 3.85388 0.96438
C 0.78086 1.49294 -3.74196
H 1.76877 1.95378 -3.62723
H 0.50240 1.53453 -4.80430
H 0.86272 0.43138 -3.47335
C -1.68797 1.61911 -3.27194
H -1.70802 0.52694 -3.14128
H -1.88441 1.82052 -4.33636
H -2.50511 2.05572 -2.68420
C 1.36733 -4.80250 1.19270
H 1.02976 -5.23216 0.24147
H 0.67745 -5.10998 1.99014
H 2.34988 -5.23482 1.43080
C 1.92374 -2.71964 2.51076
H 1.18244 -2.93412 3.28960
C -0.74828 -1.78375 -1.98420
H 2.07380 -1.63512 2.46069
H 2.87246 -3.18253 2.81827
C 1.26835 -3.30839 -1.90032
H -0.13923 -0.82439 -1.84470
H -0.69253 -1.95067 -3.06298
H -1.80125 -1.62343 -1.72254
C -0.08798 -2.95228 -1.26185
H 1.11677 -3.41923 -2.98297
H 1.67920 -4.24508 -1.50315
H 2.00776 -2.50646 -1.75868
C -2.74227 -3.04899 0.56578
H -3.03751 -1.99370 0.48701
H -3.53470 -3.58632 1.10396
H -2.69781 -3.47180 -0.44311
C -1.56781 -2.79512 2.79109
H -1.77954 -1.72171 2.87576
H -0.67852 -3.01464 3.38898
H -2.40346 -3.34291 3.24745
H 0.00164 -1.63303 -4.78808
H -0.17142 -0.93535 -5.00455
S -0.12428 0.49884 2.29072
C 1.01863 1.18820 3.41354
N 0.76429 2.38384 3.96422
C 1.10567 2.73194 5.34717
C 2.03334 1.72895 6.00409
C 2.01803 0.33853 5.40564
N 2.02441 0.45949 3.94277
H 0.03889 2.93277 3.51536
H 0.16835 2.82191 5.91120
H 1.57150 3.71884 5.34477
H 1.76224 1.64794 7.05738
H 3.06080 2.09922 5.98218
H 1.11929 -0.21970 5.71326
H 2.89564 -0.24351 5.70026
H 2.24334 -0.40665 3.45753
```

Output
Net charge   +4
Gap between HOMO and LUMO (alpha / beta)   6.07 / 5.50 eV
Multiplicity   3
Relative energy (zero: lowest compared OMol25 entry of this formula, charge and spin)   0.000 eV
Electronic energy   -2351.998779 hartree

3.
The following is a DFT calculation (the ωB97M-V functional and the def2-TZVPD basis) of C24H52N4O14 as an isolated structure at a distorted geometry.

Structure (XYZ):
```
94
C24H52N4O14 the ωB97M-V functional and the def2-TZVPD basis
C -3.52983 -0.70689 2.23874
C -4.04283 0.69111 1.89274
O -5.10383 0.82211 1.40274
N -3.20183 1.94211 2.07374
H -2.37683 1.71411 2.64674
H -2.70383 2.32211 1.35374
C -3.92083 3.12311 2.49374
H -2.96183 -0.53089 3.10274
H -2.74183 -1.11689 1.53274
H -4.21083 -1.43889 2.34374
H -3.17783 3.94711 2.63674
H -4.56983 3.38811 3.31174
H -4.60883 3.40011 1.59974
C 3.58817 1.24811 1.14774
C 2.57817 1.55411 2.19374
O 2.53317 2.61811 2.77374
N 1.57717 0.56711 2.47474
H 0.64917 0.93411 3.05174
H 1.37817 0.21711 1.57774
C 2.10917 -0.56489 3.34074
H 4.55817 1.30711 1.61274
H 3.34717 2.18311 0.45474
H 3.51217 0.27711 0.77274
H 1.42417 -1.32689 3.67774
H 2.63517 -0.06389 4.22274
H 2.88517 -1.25689 2.62274
N -0.11983 0.03311 -0.35226
O 1.09417 0.27511 -0.13826
O -0.72983 -0.96189 0.23874
O -0.70683 0.66811 -1.16026
N -1.08783 1.43411 3.26174
O -0.16783 1.20811 4.07174
O -0.73783 1.45111 2.02774
O -2.32483 1.58011 3.60774
C 3.38117 -2.31289 -0.44026
C 4.87517 -2.55589 -0.58626
C 5.78517 -1.47589 0.07674
O 5.03717 -3.87389 0.04874
H 2.66417 -3.04289 -0.68626
H 2.78517 -1.32589 -0.81926
H 3.12117 -2.24289 0.49274
H 5.50917 -2.49289 -1.71826
H 5.55917 -0.53289 -0.34826
H 6.86217 -1.84489 0.05074
H 5.81717 -1.46189 1.08574
H 4.68517 -4.57189 -0.62226
C -2.71483 5.26711 -0.24326
C -1.70083 4.13111 -0.56126
C -0.32183 4.32411 -0.13126
O -2.24583 2.77611 -0.23526
H -2.66883 6.27211 -0.73526
H -2.54583 5.26611 0.93774
H -3.80383 5.15011 -0.38326
H -1.67583 4.37811 -1.60126
H 0.24217 3.55911 -0.42826
H -0.19083 4.57611 1.01874
H 0.18617 5.18611 -0.34226
H -2.09583 2.14011 -0.99826
C -0.03783 -4.29089 0.67274
C -1.18583 -4.23089 1.69674
C -0.71783 -3.69989 3.00274
O -2.18683 -3.40089 1.04974
H -0.25083 -4.61189 -0.45126
H 0.75317 -4.99289 1.01574
H 0.70117 -3.43589 0.57574
H -1.56983 -5.24089 1.80874
H 0.06017 -4.50489 3.50374
H -1.58483 -3.64089 3.65274
H -0.41583 -2.79189 3.10574
H -1.75683 -2.46489 1.11174
C -5.21483 -1.22589 -2.85426
C -4.13983 -1.23389 -1.84126
C -3.05983 -2.21589 -2.12726
O -3.45083 -0.02389 -1.92226
H -5.67783 -2.10589 -2.89926
H -4.98483 -0.76489 -3.73626
H -6.10483 -0.76889 -2.35526
H -4.59383 -1.36589 -0.92426
H -2.47383 -2.03589 -2.83026
H -3.35983 -3.02189 -2.09626
H -2.34583 -2.05789 -1.37926
H -2.52983 -0.39189 -1.64826
C 4.66817 0.86511 -4.92926
C 3.77817 0.97911 -6.16726
C 2.35917 0.75111 -5.93526
O 1.49817 0.62111 -6.76426
C 1.83117 0.73511 -4.61026
C 2.68817 0.63611 -3.35426
C 4.14217 0.60111 -3.62426
O 4.85617 0.26911 -2.66126
H 5.70617 0.67011 -5.21326
H 4.24817 1.13211 -7.14626
H 0.71017 0.65611 -4.27726
H 2.25217 0.37411 -2.38926
```

Output
Gap between HOMO and LUMO   7.16 eV
Multiplicity   1
Relative energy (zero: lowest compared OMol25 entry of this formula, charge and spin)   7.066 eV
Electronic energy   -2217.022037 hartree

4.
The following is a DFT calculation (the ωB97M-V functional and the def2-TZVPD basis) of a 3-piece molecular cluster, C24H52NO3 overall at a distorted geometry.

Structure (XYZ):
```
80
C24H52NO3 the ωB97M-V functional and the def2-TZVPD basis
C 4.80817 -1.22760 1.54169
C 5.24201 -0.14680 0.54689
C 6.41870 0.68654 1.09233
C 4.09564 0.80443 0.24872
N 2.96258 0.15661 -0.40869
C 2.50499 0.91579 -1.57912
C 1.57588 0.10667 -2.50818
O 0.38403 0.01246 -2.14267
O 2.11071 -0.34500 -3.52501
O 1.91158 0.13014 0.56123
C 1.39257 -1.18656 0.74140
C -0.02103 -1.16714 1.35600
C -1.13845 -1.58866 0.38619
C -0.36816 0.13276 2.09892
C 0.63523 0.45860 3.22309
C -0.61000 1.34560 1.18939
H 4.06006 -0.83398 2.22572
H 5.65593 -1.55436 2.14067
H 4.39872 -2.08683 1.02131
H 5.57766 -0.61270 -0.37712
H 7.12331 0.06629 1.63841
H 6.04209 1.44594 1.77638
H 6.93377 1.17946 0.27244
H 4.46283 1.64511 -0.34123
H 3.74884 1.21217 1.20024
H 2.00607 1.83263 -1.24173
H 3.37727 1.19046 -2.16296
H 1.39979 -1.70405 -0.21090
H 2.07489 -1.72728 1.40712
H -0.00886 -1.94507 2.12379
H -1.76563 -0.75883 0.08844
H -1.78503 -2.31839 0.88054
H -0.74396 -2.04644 -0.51000
H -1.31463 -0.07411 2.60606
H 1.53546 -0.14252 3.15435
H 0.17828 0.24095 4.18974
H 0.86346 1.51982 3.21649
H 0.31720 1.91008 1.14735
H -1.35765 2.01179 1.61867
H -0.83837 1.07899 0.16381
C -0.62380 -0.24152 -5.48363
C -1.02756 0.63805 -6.66536
C -1.61241 -0.13612 -7.84713
C -0.65912 -1.15387 -8.47504
C 0.66379 -0.57244 -8.96809
C 0.49788 0.46943 -10.07123
H 0.16332 -0.94662 -5.74771
H -0.24438 0.34622 -4.65375
H -1.48200 -0.80972 -5.11454
H -0.16208 1.22174 -6.99472
H -1.77334 1.36644 -6.33189
H -1.94954 0.57081 -8.61380
H -2.51000 -0.66666 -7.51252
H -1.16885 -1.64068 -9.31536
H -0.44647 -1.94376 -7.75095
H 1.28458 -1.39086 -9.34387
H 1.21220 -0.13599 -8.13068
H -0.02324 0.04498 -10.93328
H 1.46838 0.83400 -10.41301
H -0.07273 1.33218 -9.72483
C -5.23483 -1.23652 7.75833
C -4.59453 -1.13793 6.37621
C -3.11249 -0.77055 6.41506
C -2.80407 0.59260 7.03657
C -3.50431 1.77455 6.36768
C -3.11900 1.94937 4.90206
H -5.20240 -0.28261 8.28699
H -6.28204 -1.53345 7.68256
H -4.72043 -1.97928 8.37209
H -5.14453 -0.41342 5.77002
H -4.69882 -2.09914 5.86681
H -2.71232 -0.80697 5.39856
H -2.57146 -1.53849 6.97725
H -1.72240 0.75270 6.99297
H -3.06302 0.57970 8.09980
H -3.24629 2.68412 6.91716
H -4.58988 1.66815 6.45117
H -2.04159 2.08881 4.79359
H -3.61299 2.82247 4.47369
H -3.40312 1.08326 4.30314
```

Output
Net charge   -1
Gap between HOMO and LUMO   6.91 eV
Multiplicity   1
Relative energy (zero: lowest compared OMol25 entry of this formula, charge and spin)   0.000 eV
Electronic energy   -1226.121872 hartree

5.
The following is a DFT calculation (the ωB97M-V functional and the def2-TZVPD basis) of a 3-piece molecular cluster, C24H52O14P2S overall at a distorted geometry.

Structure (XYZ):
```
93
C24H52O14P2S the ωB97M-V functional and the def2-TZVPD basis
C 4.86356 -0.28184 1.29896
O 4.88837 -1.66162 1.65747
C 3.84717 -2.38941 1.00889
C 3.61335 -3.77230 1.70000
C 2.12091 -3.91322 2.17020
C 2.01399 -3.34156 3.64691
C 0.63301 -2.62474 3.80450
C 0.75671 -1.13421 4.26293
C 1.74462 -0.29080 3.40128
C 1.01143 0.55803 2.28613
C 0.30278 1.73397 3.05136
C -0.53716 2.66981 2.14098
C -1.88011 2.11473 1.65605
O -2.22191 0.99171 1.64718
O -2.80412 3.06953 1.20156
S -0.60984 0.99239 4.43571
O 0.19711 1.21530 5.61929
O -1.91361 1.54635 4.65375
O -0.60300 -0.60471 4.17831
H 5.74459 -0.00222 0.69060
H 3.94554 -0.01383 0.73754
H 4.89426 0.35582 2.20853
H 4.15014 -2.57916 -0.04428
H 2.88408 -1.83549 1.04766
H 3.81813 -4.57872 0.96697
H 4.28078 -3.92238 2.57029
H 1.85324 -4.98297 2.21815
H 1.47227 -3.36915 1.46360
H 2.88438 -2.70135 3.86292
H 2.02317 -4.20698 4.33307
H 0.04721 -2.59824 2.87146
H 0.04329 -3.11980 4.60104
H 1.10674 -1.12478 5.31192
H 2.59899 -0.85429 2.99743
H 2.18155 0.46996 4.08448
H 1.80677 1.00814 1.66592
H 0.29915 -0.05976 1.71343
H 1.11184 2.35289 3.47878
H -0.70426 3.61624 2.68746
H 0.10610 2.93219 1.27314
H -2.52687 3.42917 0.34472
C 4.81002 5.44654 -3.54658
C 4.15536 4.13224 -3.93654
O 2.93644 3.90510 -3.23350
P 1.63725 4.83926 -3.60085
O 1.20767 4.24212 -4.90902
O 0.51160 4.13019 -2.62324
C -0.69034 3.59110 -3.17424
C -0.53404 2.11840 -3.50712
O 1.99210 5.87924 -2.33287
C 1.45491 7.21305 -2.43291
C -0.06275 7.23109 -2.44705
H 4.20367 6.29772 -3.86886
H 5.79442 5.53979 -4.00771
H 4.91783 5.51812 -2.46374
H 3.97285 4.09758 -5.01539
H 4.82237 3.30614 -3.68774
H -1.00509 4.16483 -4.04672
H -1.47695 3.70954 -2.42410
H 0.39517 1.91359 -4.03843
H -1.36818 1.77061 -4.11887
H -0.50675 1.52245 -2.59223
H 1.85275 7.69218 -3.33178
H 1.82281 7.76907 -1.57053
H -0.45692 6.75542 -3.35061
H -0.43380 8.25644 -2.42058
H -0.46404 6.68538 -1.59301
C -3.10640 -2.20926 2.02359
C -2.06539 -2.47606 0.95181
O -2.37450 -3.62497 0.16502
P -3.64397 -3.53786 -0.87012
O -3.06181 -2.70697 -1.97805
O -3.51737 -5.02256 -1.58088
C -3.36482 -5.13675 -2.99460
C -1.90078 -5.18689 -3.39201
O -4.65617 -4.23920 0.26837
C -6.06563 -3.98926 0.10865
C -6.61259 -4.54677 -1.19300
H -4.06083 -1.92360 1.57231
H -2.78887 -1.39998 2.68099
H -3.28788 -3.10212 2.62409
H -1.95159 -1.60193 0.30195
H -1.10181 -2.66681 1.41948
H -3.88672 -4.32544 -3.50402
H -3.85577 -6.06343 -3.30065
H -1.31115 -4.42210 -2.88653
H -1.78943 -5.05517 -4.47015
H -1.46524 -6.14930 -3.11560
H -6.24730 -2.91271 0.17180
H -6.56936 -4.46034 0.95278
H -6.18674 -4.02722 -2.05723
H -7.69653 -4.43016 -1.23402
H -6.36404 -5.60305 -1.29609
```

Output
Gap between HOMO and LUMO   9.06 eV
Multiplicity   1
Electronic energy   -3079.887670 hartree

Number 4 is which compound? C24H52NO3

Which of these has the highest electronic energy? C24H52NO3

What is the formula in the third record? C24H52N4O14

Among the records above, which one has the lowest electronic energy? C24H52O14P2S